[1]
The following is a quantum chemistry calculation of 3 unconnected molecules or ions with the total composition C4H12N2O in a non-equilibrium geometry, from the OMol25 dataset.

Last column: natural (NBO) charge in e.
Cartesian coordinates (Å):
C  0.31142  -0.20790  -0.94114  -0.4519
C  0.59050  -1.68772  -0.89036  -0.6504
N  1.82936  0.56871  0.49414  -0.3044
N  1.65512  1.82749  0.77135  -0.5192
H  2.58210  0.46259  -0.19256  0.3328
H  0.64202  1.94938  1.18625  0.4289
H  1.93406  2.51460  0.06602  0.3322
H  -0.65220  0.05217  -1.37149  0.2036
H  1.00422  0.33002  -1.58864  0.1805
H  1.58951  -1.89414  -0.49972  0.2066
H  0.52584  -2.15102  -1.88171  0.2102
H  -0.11581  -2.21021  -0.24059  0.1993
C  -2.22997  -0.16562  0.44193  -0.6992
C  -0.88018  0.31540  0.91733  0.3835
O  -0.75843  1.54992  1.19200  -0.6751
H  -0.29828  -0.41382  1.49414  0.1484
H  -2.17347  -1.15279  -0.01979  0.2149
H  -2.88568  -0.23924  1.31349  0.2347
H  -2.67016  0.55217  -0.25067  0.2245

Atoms 1-3, force components in eV/Å:
0.885 0.137 -0.264
-0.011 0.038 0.005
-0.694 -0.367 0.085

Results
* electronic energy: -9365.3426 eV
* charge: 0
* energy relative to the best compared isomer or geometry (same formula, charge and spin): 564.6 kJ/mol
* LUMO energy (spin up / spin down): 0.09 / 0.31 eV
* largest force on an atom: 0.027 hartree/bohr

=====

[2]
The following is a quantum chemistry calculation of a single C2H5N5S molecule in a non-equilibrium geometry, from the OMol25 dataset.

Last column: natural (NBO) charge in e.
Cartesian coordinates (Å):
C  -1.66150  -0.14181  0.29092  -0.4613
C  1.79723  -0.72277  0.11302  0.1426
H  -2.48306  -0.74629  -0.39135  0.2525
H  -1.93726  0.93000  -0.05301  0.2220
H  -1.71445  -0.33895  1.44354  0.2353
H  0.14140  2.13455  0.34545  0.3591
H  0.27449  1.62311  -1.14416  0.3516
N  -0.38019  -0.53294  -0.25364  -0.0653
N  -0.10427  -1.78264  -0.17153  0.0564
N  1.18114  -1.92514  -0.15018  -0.2625
N  0.72182  0.19335  0.14978  -0.1256
N  0.78391  1.55115  -0.24092  -0.5889
S  3.38074  -0.24164  0.06208  -0.1158

Atoms 1-3, force components in eV/Å:
-3.266 0.047 -1.274
0.122 2.236 -1.525
2.062 1.090 2.300

Results
* electronic energy: -20436.5996 eV
* structure (SMILES): Cn1nnc(=S)n1N
* charge: 0
* energy relative to the best compared isomer or geometry (same formula, charge and spin): 290.2 kJ/mol
* LUMO energy: -0.62 eV
* largest force on an atom: 0.068 hartree/bohr

=====

[3]
The following is a quantum chemistry calculation of 4 unconnected molecules or ions with the total composition C32H74N4O in a non-equilibrium geometry, from the OMol25 dataset.

Last column: Löwdin charge in e.
Cartesian coordinates (Å):
C  5.58905  -1.79319  2.06293  -0.0974
C  4.85341  -2.51126  3.18774  -0.2422
C  4.39243  -1.50416  4.26424  -0.1959
C  3.71728  -2.23780  5.38667  -0.1130
N  2.85171  -1.32845  6.25206  -0.2721
C  1.62227  -0.88165  5.52781  -0.1357
C  0.67232  -0.45756  6.64411  -0.1455
C  0.94011  -1.48878  7.76359  -0.1145
C  2.30607  -2.09879  7.43153  -0.0800
C  3.64282  -0.14212  6.73169  0.0533
H  6.58013  -1.49339  2.41414  0.0892
H  5.11020  -0.85615  1.76753  0.0613
H  5.77902  -2.46981  1.23188  0.0814
H  5.51258  -3.26311  3.62020  0.1263
H  3.93713  -2.98825  2.82462  0.0994
H  3.65637  -0.85450  3.78392  0.0932
H  5.27701  -0.95534  4.58309  0.1320
H  4.40580  -2.71322  6.08645  0.1533
H  3.01231  -3.01146  5.07967  0.1366
H  1.76943  -0.02176  4.87541  0.1219
H  1.16727  -1.68059  4.94120  0.1382
H  0.89099  0.56830  6.94132  0.1156
H  -0.38742  -0.46536  6.39550  0.1183
H  0.93617  -0.98411  8.72843  0.1264
H  0.12980  -2.21138  7.80922  0.1250
H  2.98018  -2.06975  8.28368  0.1474
H  2.20221  -3.13716  7.12043  0.1386
H  3.85611  0.48662  5.87568  0.1075
H  4.56294  -0.53988  7.15334  0.1265
H  3.07089  0.35883  7.50492  0.1168
C  -2.48518  1.66763  3.97618  -0.0921
C  -3.04071  1.98705  2.58819  -0.2607
C  -2.22187  3.08153  1.90788  -0.1774
C  -2.40776  3.17747  0.39735  -0.1489
N  -3.45423  4.12627  -0.07072  -0.2576
C  -3.64037  4.11633  -1.58610  -0.1058
C  -4.16353  5.47861  -1.95584  -0.1280
C  -3.23355  6.37110  -1.11944  -0.1277
C  -3.07290  5.60554  0.18971  -0.0642
C  -4.78992  3.89210  0.57009  0.0365
H  -3.08998  0.97474  4.55829  0.0863
H  -2.43165  2.58947  4.55716  0.0912
H  -1.49047  1.22113  3.87103  0.0494
H  -4.05727  2.36676  2.71722  0.1017
H  -3.19148  1.06063  2.02453  0.1094
H  -1.16991  2.93784  2.17408  0.1064
H  -2.42986  4.05499  2.36134  0.1295
H  -2.62123  2.21008  -0.06440  0.1241
H  -1.47366  3.51618  -0.05799  0.1168
H  -4.19080  3.22146  -1.87513  0.1430
H  -2.61985  3.99691  -1.96317  0.1357
H  -5.18719  5.64510  -1.62909  0.1218
H  -4.06371  5.62931  -3.02740  0.1373
H  -3.76604  7.31191  -0.96190  0.1323
H  -2.32682  6.70004  -1.62177  0.1284
H  -3.59677  6.03051  1.03789  0.1411
H  -2.00510  5.57619  0.41039  0.1305
H  -4.71288  4.19398  1.61182  0.1069
H  -5.03939  2.84061  0.46005  0.1201
H  -5.55363  4.54006  0.15122  0.1176
C  2.33054  -0.45157  -4.70757  -0.0882
C  2.34727  0.79123  -3.79169  -0.2198
C  2.24269  0.54054  -2.26719  -0.1798
C  0.86038  0.20825  -1.75016  -0.1095
N  0.82582  0.16800  -0.21295  -0.2573
C  1.82400  -0.84333  0.32288  -0.0818
C  1.24744  -1.31457  1.66975  -0.1295
C  -0.28355  -1.13134  1.54399  -0.1146
C  -0.49637  -0.39784  0.23052  -0.1071
C  1.04236  1.52786  0.40630  0.0555
H  1.32054  -0.86838  -4.75529  0.0458
H  3.08600  -1.18803  -4.44838  0.0824
H  2.57260  -0.06842  -5.70040  0.0834
H  1.62191  1.53647  -4.10938  0.1148
H  3.36159  1.18484  -3.87119  0.1184
H  2.48317  1.53134  -1.86233  0.1163
H  2.97839  -0.15003  -1.85960  0.1188
H  0.43045  -0.74713  -2.04892  0.1291
H  0.11756  0.96034  -2.03037  0.1379
H  2.78715  -0.37055  0.48656  0.1268
H  1.85211  -1.67075  -0.38024  0.1483
H  1.71932  -0.80260  2.50314  0.0846
H  1.45244  -2.38125  1.75691  0.1233
H  -0.58085  -0.50712  2.39211  0.0974
H  -0.82272  -2.06417  1.66957  0.1294
H  -1.22159  0.41745  0.25202  0.1124
H  -0.92605  -1.06535  -0.51740  0.1373
H  2.11403  1.66856  0.30060  0.1095
H  0.69194  1.52288  1.43243  0.1060
H  0.53151  2.26571  -0.20546  0.1009
C  -2.73696  -4.10665  -6.29096  0.0243
N  -1.41826  -3.59777  -6.77184  -0.3647
C  -1.27455  -2.14755  -6.35553  0.0142
C  -0.30263  -4.36714  -6.14989  0.0091
C  -1.31071  -3.73176  -8.27449  -0.0968
C  -2.52821  -3.29439  -9.07367  -0.2029
O  -2.83573  -1.91495  -8.85501  -0.0592
H  -2.93256  -5.06217  -6.76969  0.1265
H  -3.51610  -3.41775  -6.61136  0.1127
H  -2.72167  -4.10982  -5.20521  0.1140
H  -1.22509  -2.19605  -5.26697  0.0942
H  -2.14696  -1.59937  -6.68255  0.0981
H  -0.33634  -1.75561  -6.73699  0.1076
H  0.63332  -4.07495  -6.61056  0.1193
H  -0.50595  -5.43525  -6.23636  0.1212
H  -0.37580  -4.22881  -5.07106  0.1049
H  -1.14576  -4.79248  -8.47842  0.1489
H  -0.44067  -3.17948  -8.62796  0.1445
H  -3.43382  -3.86206  -8.87582  0.1284
H  -2.31746  -3.41952  -10.13816  0.1440
H  -2.14701  -1.38383  -9.27023  0.1056

Atoms 1-3, force components in eV/Å:
0.618 -0.131 0.406
-0.414 0.655 0.055
0.251 -0.900 -0.679

Results
* electronic energy: -42357.1872 eV
* charge: +4
* LUMO energy: -8.40 eV
* largest force on an atom: 0.040 hartree/bohr

=====

[4]
The following is a quantum chemistry calculation of a single C2H2N4 molecule, from the OMol25 dataset.

Last column: natural (NBO) charge in e.
Cartesian coordinates (Å):
C  0.15482  0.79593  0.47308  -0.0018
N  -1.00990  1.02191  -0.11262  -0.1947
N  -1.51086  0.09255  -0.91180  -0.0205
N  -0.83151  -0.98228  -1.21045  -0.0206
N  0.27388  -1.30180  -0.55471  -0.1947
C  0.74720  -0.45391  0.34347  -0.0017
H  0.58747  1.62135  1.03184  0.2170
H  1.58890  -0.79374  0.94118  0.2170

Atoms 1-3, force components in eV/Å:
-0.148 -0.045 -0.087
0.240 -0.084 -0.020
0.205 0.041 -0.044

Results
* electronic energy: -8063.5301 eV
* structure (SMILES): c1cnnnn1
* charge: 0
* energy relative to the best compared isomer or geometry (same formula, charge and spin): 251.0 kJ/mol
* LUMO energy: -0.51 eV
* largest force on an atom: 0.005 hartree/bohr

=====

[5]
The following is a quantum chemistry calculation of a single C6H13N molecule in a non-equilibrium geometry, from the OMol25 dataset.

Last column: natural (NBO) charge in e.
Cartesian coordinates (Å):
C  0.55542  0.88610  -0.04735  -0.3952
C  -0.99379  0.79431  -0.27494  -0.4767
C  -1.56822  0.92394  -1.65989  -0.1540
C  -0.87832  1.41566  -2.70176  -0.4221
C  1.14924  -0.44348  0.39918  -0.2063
N  0.50866  -0.92977  1.59122  -0.6641
C  0.91379  -2.17948  2.17298  -0.3983
H  1.00051  1.27446  -0.95498  0.2097
H  0.72087  1.61930  0.74706  0.1945
H  -1.47999  1.17325  0.62258  0.2280
H  -1.15310  -0.27950  -0.05365  0.2193
H  -2.39567  0.23579  -1.81727  0.2073
H  -1.32188  1.98650  -3.50687  0.2082
H  0.20117  1.49779  -2.63732  0.1788
H  2.21872  -0.26467  0.57395  0.1697
H  0.95685  -1.15029  -0.41405  0.1772
H  0.00740  -0.27524  2.16319  0.3723
H  1.86500  -2.14004  2.71654  0.1650
H  0.14012  -2.44198  2.89912  0.1981
H  0.89921  -2.98170  1.43357  0.1885

Atoms 1-3, force components in eV/Å:
-1.300 0.709 0.219
1.505 -3.156 0.522
1.094 -0.206 0.227

Results
* electronic energy: -7920.3933 eV
* structure (SMILES): C=CCCCNC
* charge: 0
* energy relative to the best compared isomer or geometry (same formula, charge and spin): 235.4 kJ/mol
* LUMO energy: 1.15 eV
* largest force on an atom: 0.069 hartree/bohr

=====

[6]
The following is a quantum chemistry calculation of a single C6H11NO2 molecule in a non-equilibrium geometry, from the OMol25 dataset.

Last column: natural (NBO) charge in e.
Cartesian coordinates (Å):
C  -1.32160  1.61042  -1.77206  -0.4221
N  -0.28071  0.63684  -2.13285  -0.6220
C  0.78025  0.46964  -1.16734  -0.2301
C  0.35742  0.10627  0.24312  0.0768
C  -0.18070  -1.26885  0.51019  -0.4344
C  -0.01100  -1.27051  2.03579  -0.5224
C  1.35571  -0.58804  2.15523  0.7947
O  2.09762  -0.62745  3.02437  -0.5437
O  1.59669  0.09236  1.01864  -0.5074
H  -2.28005  1.11521  -1.73498  0.1892
H  -1.11383  2.13804  -0.85367  0.1875
H  -1.39478  2.35931  -2.55091  0.1931
H  -0.69105  -0.25024  -2.36755  0.3563
H  1.40512  -0.34943  -1.49862  0.2030
H  1.43262  1.33142  -1.10418  0.2046
H  -0.26811  0.83345  0.75193  0.1746
H  0.40453  -2.03854  0.04464  0.2163
H  -1.23876  -1.38980  0.32207  0.2187
H  -0.73564  -0.67668  2.56649  0.2295
H  0.08626  -2.23341  2.50967  0.2377

Atoms 1-3, force components in eV/Å:
0.340 -0.281 -0.893
-0.012 0.438 0.294
-0.298 -0.430 0.149

Results
* electronic energy: -11985.0800 eV
* structure (SMILES): CNC[C@H]1CCC(=O)O1
* charge: 0
* energy relative to the best compared isomer or geometry (same formula, charge and spin): 114.6 kJ/mol
* LUMO energy: 0.81 eV
* largest force on an atom: 0.105 hartree/bohr